Record 1
The following is a quantum chemistry calculation of a molecular structure, C25H33LaN7O2PS, from the OMol25 dataset.

Geometry as XYZ:
```
70
Properties=species:S:1:pos:R:3:forces:R:3
La -0.631 -0.400 -1.361 0.36 -1.27 -0.10
C -1.935 -2.689 2.045 0.05 0.02 0.11
C -1.611 -1.829 3.242 0.05 0.07 -0.07
C -2.133 -2.138 4.490 -0.01 -0.02 -0.04
C -1.853 -1.347 5.595 0.00 0.00 0.01
C -1.053 -0.224 5.462 0.00 0.05 0.08
C -0.521 0.102 4.224 -0.04 -0.09 -0.08
C -0.784 -0.702 3.117 -0.09 -0.05 -0.12
P -0.053 -0.313 1.500 0.54 0.30 1.16
C 0.444 1.443 1.599 -0.17 -0.09 -0.09
C -0.535 2.309 1.096 0.06 -0.07 0.04
C -0.326 3.673 1.020 -0.04 0.07 -0.05
C 0.895 4.186 1.436 -0.01 -0.01 0.02
C 1.864 3.337 1.945 0.04 -0.06 0.05
C 1.664 1.961 2.052 0.02 -0.02 -0.02
C 2.752 1.106 2.643 0.00 0.08 0.01
C 1.398 -1.402 1.327 -0.36 -0.17 -0.41
C 1.642 -2.430 2.237 0.11 -0.01 0.05
C 2.587 -3.402 1.959 -0.06 -0.02 0.10
C 3.279 -3.360 0.755 0.03 0.05 -0.09
C 3.043 -2.345 -0.156 -0.03 -0.08 0.07
C 2.104 -1.337 0.100 -0.02 0.02 0.07
C 1.833 -0.267 -0.882 -0.12 0.27 -0.01
H -2.554 -3.536 2.337 -0.01 -0.01 -0.04
H -1.025 -3.078 1.578 -0.04 -0.03 -0.01
H -2.483 -2.096 1.302 -0.02 -0.03 -0.02
H -2.767 -3.010 4.600 0.01 0.00 0.01
H -2.266 -1.608 6.561 0.00 0.01 0.00
H -0.843 0.401 6.319 0.00 -0.01 0.00
H 0.093 0.986 4.119 0.02 0.01 0.01
H -1.503 1.900 0.807 0.00 0.02 0.00
H -1.104 4.326 0.646 0.02 0.02 0.01
H 1.088 5.250 1.386 -0.02 0.00 -0.02
H 2.806 3.747 2.288 -0.02 0.02 0.01
H 3.333 1.687 3.358 0.01 0.00 -0.02
H 3.437 0.755 1.867 -0.02 -0.06 0.01
H 2.353 0.235 3.157 0.02 -0.02 0.02
H 1.086 -2.472 3.166 0.02 0.01 0.01
H 2.774 -4.196 2.670 0.01 0.02 0.01
H 4.016 -4.120 0.529 -0.01 0.00 0.01
H 3.603 -2.315 -1.083 0.01 0.02 0.01
H 2.506 -0.331 -1.740 0.03 0.08 0.00
H 1.905 0.731 -0.433 0.25 0.03 -0.04
N -3.436 -2.035 -1.555 0.27 -0.13 0.05
N -4.529 -1.160 -1.549 -0.02 0.06 0.01
C -4.341 0.158 -1.714 0.15 0.16 -0.04
N -5.373 0.964 -1.835 0.00 0.01 -0.02
N -3.039 0.514 -1.718 0.05 -0.14 0.11
N -2.616 1.742 -2.017 -1.02 1.30 -0.41
O -3.340 2.676 -2.298 0.23 -0.53 0.15
O -1.370 1.852 -1.997 -0.17 0.37 0.06
H -3.432 -2.567 -2.419 -0.09 -0.04 -0.07
H -3.532 -2.688 -0.785 -0.03 0.02 0.09
H -5.464 -1.539 -1.526 -0.06 -0.02 -0.04
H -6.323 0.625 -1.837 0.03 -0.02 -0.01
H -5.203 1.946 -1.986 0.00 0.13 -0.01
C 1.866 2.957 -4.665 0.09 -0.01 0.00
N 0.843 1.967 -4.359 0.10 0.19 0.00
C 1.013 0.653 -4.449 0.18 -0.10 -0.01
S -0.346 -0.384 -4.182 -0.01 -0.25 -0.48
N 2.210 0.189 -4.780 -0.10 0.03 -0.01
C 2.594 -1.209 -4.934 0.05 -0.09 -0.11
H 1.433 3.946 -4.561 -0.02 0.00 0.01
H 2.220 2.850 -5.693 -0.03 0.01 0.00
H 2.711 2.879 -3.978 -0.02 -0.01 0.01
H -0.075 2.291 -4.111 -0.10 -0.05 -0.02
H 2.922 0.865 -5.014 0.00 0.03 0.05
H 1.834 -1.846 -4.500 -0.03 -0.01 0.06
H 3.544 -1.376 -4.429 -0.02 0.02 0.02
H 2.705 -1.463 -5.988 -0.02 0.04 0.01
```
Forces are in eV/Å.

Results
HOMO energy   -0.45067 hartree
Energy relative to the best compared isomer or geometry (same formula, charge and spin)   0.000 eV
Gap between HOMO and LUMO   5.841 eV
M   665.5 g mol⁻¹
Net charge   +2


Record 2
The following is a quantum chemistry calculation of 2 unconnected molecules or ions with the total composition C8H19BN2O5, from the OMol25 dataset.

Geometry as XYZ:
```
35
Properties=species:S:1:pos:R:3:forces:R:3
N -0.740 5.418 -0.472 0.30 -0.50 -0.70
B -0.996 4.017 -0.486 -0.18 0.14 -0.04
O -1.737 3.518 -1.538 -0.23 -0.04 0.43
C -0.452 3.099 0.691 0.24 0.09 0.30
C -1.492 2.191 1.337 -0.47 -0.06 -0.19
O -2.648 2.425 1.568 0.50 -0.16 -0.25
O -0.926 0.978 1.614 0.09 0.11 0.41
C 0.504 1.201 1.639 0.17 0.52 -0.06
C 0.706 2.097 0.420 0.02 0.02 -0.14
N 0.610 1.318 -0.802 0.32 -0.08 0.09
H 0.162 5.744 -0.158 -0.21 0.15 0.29
H -1.051 5.913 -1.298 0.07 0.09 0.14
H -2.182 2.692 -1.310 0.11 0.12 -0.16
H -0.116 3.773 1.496 -0.10 -0.10 -0.07
H 0.712 1.797 2.538 0.19 -0.30 0.00
H 1.077 0.275 1.651 -0.42 -0.10 -0.23
H 1.687 2.582 0.415 -0.16 -0.04 0.16
H -0.318 0.969 -0.992 0.00 0.00 -0.01
H 0.972 1.809 -1.606 -0.21 0.07 -0.03
C 0.121 -2.710 1.582 -0.01 0.05 0.11
O 0.998 -2.235 0.578 -0.05 -0.01 -0.01
C 1.787 -3.253 -0.013 0.06 0.13 0.00
C 1.241 -3.673 -1.360 -0.03 -0.10 -0.04
O -0.033 -4.285 -1.248 -0.01 0.04 0.04
C -1.107 -3.417 -1.558 0.00 -0.02 0.00
H -0.578 -1.907 1.814 0.02 0.03 -0.01
H -0.443 -3.586 1.253 0.01 -0.01 -0.03
H 0.680 -2.964 2.489 -0.04 -0.06 0.01
H 1.856 -4.120 0.651 -0.01 -0.02 0.00
H 2.796 -2.852 -0.153 0.00 -0.01 0.00
H 1.921 -4.405 -1.806 0.01 0.01 0.00
H 1.191 -2.805 -2.025 0.01 0.02 0.00
H -1.156 -3.228 -2.636 0.01 0.03 0.00
H -1.020 -2.464 -1.031 0.00 0.00 0.00
H -2.025 -3.913 -1.247 0.00 -0.02 -0.02
```
Forces are in eV/Å.

Results
HOMO energy   -0.34051 hartree
SMILES   NB(O)[C@H]1C(=O)OC[C@H]1N.COCCOC
Gap between HOMO and LUMO   9.668 eV
M   234.1 g mol⁻¹


Record 3
The following is a quantum chemistry calculation of a molecular structure, C43H45GeMnNO2P2S, from the OMol25 dataset.

Geometry as XYZ:
```
96
Properties=species:S:1:pos:R:3:forces:R:3
Mn -0.555 -0.761 0.538 0.73 0.65 -0.46
O -1.544 1.989 -1.408 -0.04 -0.04 0.07
S -0.646 1.520 -0.342 0.11 -0.05 0.04
C 1.021 2.024 -0.749 -0.04 -0.38 0.09
C 1.235 3.275 -1.302 -0.16 0.16 -0.06
C 2.523 3.652 -1.629 0.18 0.01 -0.03
C 3.587 2.780 -1.401 -0.03 0.00 0.00
C 3.360 1.524 -0.862 0.02 0.08 -0.05
C 2.061 1.123 -0.549 -0.05 -0.09 0.05
P 1.777 -0.516 0.203 -0.05 -0.03 0.05
C 2.574 -1.732 -0.880 -0.06 -0.02 0.00
C 2.749 -3.026 -0.377 0.02 -0.04 -0.10
C 3.360 -4.002 -1.151 -0.05 0.03 0.04
C 3.774 -3.703 -2.444 -0.04 0.02 0.00
C 3.565 -2.432 -2.963 -0.01 0.02 0.01
C 2.967 -1.446 -2.186 0.03 -0.02 0.00
C 2.874 -0.364 1.673 -0.06 0.01 0.02
C 2.671 0.745 2.504 -0.05 -0.08 -0.07
C 3.460 0.944 3.622 0.01 0.00 0.02
C 4.468 0.038 3.933 -0.01 -0.01 -0.03
C 4.692 -1.048 3.103 -0.02 0.01 -0.03
C 3.904 -1.247 1.971 0.01 0.04 0.02
C -0.985 2.530 1.104 0.01 -0.22 0.22
C -1.403 3.834 0.922 0.00 0.00 -0.04
C -1.723 4.595 2.040 0.02 -0.08 0.13
C -1.655 4.031 3.312 -0.01 0.06 -0.09
C -1.275 2.706 3.483 -0.07 0.08 -0.03
C -0.929 1.932 2.375 0.19 -0.08 -0.32
P -0.542 0.157 2.386 -0.78 0.41 0.36
C -0.764 -0.368 4.081 0.31 -0.18 -0.05
C -0.068 0.238 5.132 0.00 -0.09 0.07
C -0.259 -0.211 6.428 -0.02 -0.03 0.00
C -1.140 -1.260 6.681 0.06 0.07 -0.02
C -1.819 -1.874 5.638 -0.02 0.02 -0.07
C -1.621 -1.444 4.335 -0.03 0.06 0.02
C -0.552 -2.399 1.499 -0.78 -0.42 0.31
C -1.650 -3.350 1.111 0.37 0.16 -0.09
C -1.650 -4.675 1.722 0.03 -0.11 -0.06
C -0.652 -5.070 2.527 0.02 -0.07 0.06
C 0.393 -4.150 2.917 0.06 -0.17 0.08
C 0.424 -2.886 2.468 0.11 0.10 -0.17
H 0.397 3.936 -1.490 0.05 -0.02 -0.01
H 2.703 4.627 -2.062 0.01 -0.04 0.01
H 4.596 3.080 -1.651 -0.04 0.01 0.00
H 4.188 0.846 -0.688 -0.01 0.04 -0.01
H 2.422 -3.265 0.630 0.00 -0.05 -0.04
H 3.511 -4.995 -0.745 -0.01 0.05 -0.03
H 4.252 -4.464 -3.049 -0.01 0.04 0.02
H 3.878 -2.199 -3.973 -0.02 -0.02 0.04
H 2.824 -0.456 -2.603 -0.01 -0.04 0.02
H 1.922 1.489 2.246 0.01 0.01 0.02
H 3.306 1.818 4.243 0.00 0.00 -0.01
H 5.088 0.192 4.806 -0.01 0.00 -0.01
H 5.491 -1.744 3.323 -0.02 0.01 0.00
H 4.119 -2.084 1.324 0.03 0.02 0.04
H -1.504 4.236 -0.079 0.00 -0.01 0.06
H -2.042 5.622 1.916 0.01 -0.04 0.02
H -1.923 4.623 4.178 0.01 -0.02 -0.04
H -1.281 2.272 4.473 -0.01 0.03 -0.02
H 0.631 1.043 4.935 -0.01 -0.03 0.02
H 0.282 0.254 7.243 -0.02 -0.03 -0.01
H -1.290 -1.604 7.697 0.01 0.02 -0.03
H -2.495 -2.697 5.836 0.03 0.03 0.00
H -2.128 -1.942 3.513 0.04 0.03 0.10
H -2.620 -2.961 0.840 -0.06 0.12 0.00
H -2.497 -5.326 1.534 0.04 0.02 -0.01
H -0.658 -6.064 2.955 0.00 0.04 0.00
H 1.142 -4.484 3.626 -0.04 0.01 -0.04
H 1.182 -2.196 2.822 0.01 -0.03 0.04
C -4.684 0.594 -1.205 0.00 0.01 0.00
N -4.628 0.107 0.178 -0.07 0.07 -0.21
C -5.844 0.238 0.978 -0.01 0.01 0.02
C -3.546 -0.445 0.666 0.39 -0.03 -0.22
O -2.499 -0.660 -0.002 -0.47 0.02 0.17
H -5.168 1.569 -1.218 -0.01 -0.01 0.08
H -5.265 -0.086 -1.827 -0.02 -0.06 0.05
H -3.678 0.697 -1.600 0.03 -0.02 0.05
H -6.651 -0.337 0.529 0.02 -0.03 -0.04
H -6.147 1.282 1.024 0.04 0.03 -0.02
H -5.676 -0.126 1.990 0.06 -0.01 -0.03
H -3.603 -0.712 1.725 0.05 -0.06 0.06
C -0.248 -4.050 -2.767 0.09 -0.04 0.11
Ge -1.213 -2.613 -1.880 -0.07 -0.17 0.04
C -3.134 -2.920 -1.982 0.04 -0.05 -0.04
C -0.704 -0.911 -2.708 -0.07 -0.03 -0.06
C -0.582 -2.918 0.047 0.03 0.32 0.03
H -0.462 -4.024 -3.837 0.00 0.00 0.04
H -0.556 -5.023 -2.377 0.05 0.06 -0.03
H 0.831 -3.937 -2.627 -0.08 -0.01 -0.02
H -3.340 -3.467 -2.904 -0.01 0.01 0.03
H -3.675 -1.979 -2.012 -0.05 0.04 0.02
H -3.503 -3.522 -1.151 0.02 0.01 -0.03
H -0.343 -1.159 -3.709 -0.05 0.04 0.01
H 0.106 -0.379 -2.212 0.06 -0.04 -0.01
H -1.560 -0.241 -2.794 0.09 -0.02 0.04
H 0.251 -3.601 -0.077 0.08 0.00 -0.03
```
Forces are in eV/Å.

Results
HOMO energy (alpha / beta)   -0.47613 / -0.48588 hartree
Energy relative to the best compared isomer or geometry (same formula, charge and spin)   0.000 eV
Expectation value of S²   0.806
Gap between HOMO and LUMO (alpha / beta)   6.206 / 6.385 eV
M   829.4 g mol⁻¹
Multiplicity   2
Net charge   +2


We obtain total energy values of -2276.8183 -826.8541 -6179.0045 Ha for the records listed above, in that order.